Entry 1:
A structure of composition C23H36AsF5NO5PdS2SbTe, computed with ωB97M-V with the def2-TZVPD basis set.

Output
Charge: -2
Molar mass, g/mol: 996.369
LUMO energy, eV: 4.564
Strongest force on any atom, eV/A: 0.92
Energy above the lowest of the compared OMol25 structures with the same formula, charge and spin, kJ/mol: 8.3
HOMO-LUMO gap, eV: 5.886

Structure (XYZ):
```
76
C23H36AsF5NO5PdS2SbTe, DFT ωB97M-V with the def2-TZVPD basis set
Pd -0.0266 -1.1774 -0.3401
C -1.9769 -4.4028 -2.1334
Sb -1.4783 -3.2162 -0.3894
C -0.9798 -4.8914 0.8682
C -3.4918 -2.9850 0.3144
H -2.6408 -5.2295 -1.8729
H -1.0543 -4.7995 -2.5597
H -2.4598 -3.7690 -2.8779
H -1.5158 -5.7977 0.5782
H -1.2333 -4.6113 1.8903
H 0.0954 -5.0587 0.8187
H -4.0772 -3.8945 0.1668
H -3.9566 -2.1466 -0.2053
H -3.4222 -2.7542 1.3778
O -0.4370 2.2256 3.2350
C -0.1118 1.0475 3.3146
N -0.0746 0.1401 2.3161
S 0.0742 -1.3470 2.8436
O -1.1924 -2.0618 2.8644
O 1.1710 -2.0265 2.2026
C 0.4912 -0.9315 4.5257
C 0.9147 -1.7110 5.5806
C 1.1655 -1.0710 6.7907
C 0.9845 0.3039 6.9183
C 0.5551 1.0703 5.8402
C 0.3175 0.4334 4.6384
H 1.0629 -2.7767 5.4624
H 1.5165 -1.6442 7.6409
H 1.1959 0.7806 7.8687
H 0.4223 2.1422 5.9143
C -2.9568 0.9693 1.3054
S -2.2452 0.7902 -0.3361
O -3.4027 0.4864 -1.2441
C -1.7924 2.5015 -0.5969
C -0.6056 2.9457 -0.0256
C -0.1797 4.2349 -0.3008
C -0.9223 5.0551 -1.1443
C -2.1015 4.5925 -1.7158
C -2.5406 3.3024 -1.4427
H -3.9339 1.4422 1.1966
H -2.2813 1.5569 1.9259
H -3.0377 -0.0391 1.7120
H -0.0054 2.2971 0.5974
H 0.7528 4.5779 0.1291
H -0.5717 6.0565 -1.3697
H -2.6701 5.2303 -2.3836
H -3.4346 2.8883 -1.8949
C -0.9245 1.3211 -4.1931
C -0.3017 -0.0480 -3.9471
As 1.2549 0.0770 -2.7889
C 2.0835 -1.6772 -2.9922
C 2.7864 -2.2952 -1.7926
C 2.4300 1.3714 -3.6504
C 2.2649 2.7445 -3.0049
H -1.8932 1.2319 -4.6886
H -0.2798 1.9469 -4.8158
H -1.0865 1.8399 -3.2474
H -0.0186 -0.5484 -4.8781
H -0.9816 -0.6999 -3.3930
H 2.7658 -1.5543 -3.8416
H 1.2496 -2.3029 -3.3225
H 3.5900 -1.6639 -1.4223
H 3.2013 -3.2675 -2.0753
H 2.0701 -2.4459 -0.9786
H 2.1954 1.3795 -4.7199
H 3.4430 0.9966 -3.5117
H 1.2695 3.1562 -3.1825
H 3.0025 3.4474 -3.4009
H 2.4022 2.6649 -1.9271
F 3.0881 0.7092 2.7675
Te 3.0292 0.5853 0.8221
F 4.6350 1.5623 0.8930
F 4.2493 -0.9561 0.9791
F 3.5739 0.5805 -1.1640
F 2.2708 2.4319 0.8122
O 0.7218 0.6848 -1.3394
```

***

Entry 2:
A cluster of 3 separate species, C23H36BN3O7P in total, computed with ωB97M-V with the def2-TZVPD basis set.

Output
Charge: -1
Molar mass, g/mol: 508.341
LUMO energy, eV: 2.233
Strongest force on any atom, eV/A: 3.39
HOMO-LUMO gap, eV: 7.302

Structure (XYZ):
```
71
C23H36BN3O7P, DFT ωB97M-V with the def2-TZVPD basis set
C 3.7916 2.0572 1.3552
C 4.3925 1.1922 0.2424
O 4.2365 -0.1896 0.4120
C 2.8791 -0.5913 0.6635
C 2.6440 -1.9572 0.0775
C 2.4043 -2.0404 -1.4559
C 2.2030 -0.7343 -2.2154
C 0.7344 -0.2383 -2.3465
B -0.2855 -0.6634 -1.1725
O -1.5860 0.1064 -1.1973
C -2.6156 -0.7612 -0.9408
N -3.7541 -0.1527 -0.2154
C -3.9371 1.2387 -0.5524
C -3.0436 2.3190 -0.0198
O -4.8068 1.5222 -1.2847
C -3.7105 -0.3734 1.2055
C -4.5922 -1.5042 1.7071
O -3.0436 0.2289 1.9641
C -1.8417 -1.9516 -0.2490
P -2.7085 -3.6154 -0.1615
O -1.7870 -4.5322 -1.1713
O -2.2241 -4.1160 1.3674
O -0.8078 -2.0714 -1.1800
H 4.0575 1.6703 2.3356
H 4.1526 3.0710 1.2039
H 2.7087 2.1140 1.2921
H 3.9802 1.5563 -0.7062
H 5.4574 1.4340 0.2141
H 2.1657 0.1295 0.2816
H 2.7560 -0.6223 1.7495
H 3.4390 -2.6488 0.3460
H 1.7533 -2.3547 0.5658
H 3.2839 -2.5268 -1.8838
H 1.5952 -2.7410 -1.6268
H 2.5508 -0.9204 -3.2341
H 2.8222 0.0825 -1.8623
H 0.2916 -0.5072 -3.3102
H 0.7651 0.8553 -2.3386
H 0.1832 -0.5417 -0.0398
H -3.0294 -1.2521 -1.8264
H -3.0391 3.1706 -0.6821
H -2.0426 1.9726 0.1907
H -3.4662 2.6466 0.9332
H -4.9847 -2.0517 0.8615
H -5.3792 -1.1396 2.3587
H -3.9359 -2.1316 2.3023
H -1.4815 -1.7470 0.7687
H -0.8520 -4.4706 -0.9162
H -1.2554 -4.0308 1.3744
N -9.0663 -1.2513 0.8570
C -7.9167 -0.7751 0.3773
C -7.4817 0.5284 0.5699
C -8.2876 1.3858 1.2986
C -9.4877 0.9106 1.8046
C -9.8264 -0.4101 1.5569
H -7.3205 -1.4820 -0.1887
H -6.5385 0.8599 0.1580
H -7.9848 2.4114 1.4703
H -10.1462 1.5489 2.3788
H -10.7545 -0.8259 1.9364
N 7.5178 2.6505 -0.5247
C 7.9367 1.4241 -0.8357
C 9.2688 1.0382 -0.8205
C 10.2208 1.9787 -0.4660
C 9.8059 3.2597 -0.1416
C 8.4490 3.5406 -0.1859
H 7.1571 0.7205 -1.1093
H 9.5497 0.0266 -1.0799
H 11.2716 1.7174 -0.4425
H 10.5170 4.0246 0.1400
H 8.0786 4.5298 0.0628
```

***

Entry 3:
A structure of composition C23H36F6MgN3OSb2, computed with ωB97M-V with the def2-TZVPD basis set.

Output
Charge: +1
Molar mass, g/mol: 752.374
LUMO energy, eV: -2.308
Strongest force on any atom, eV/A: 0.55
Energy above the lowest of the compared OMol25 structures with the same formula, charge and spin, kJ/mol: 0.0
HOMO-LUMO gap, eV: 8.661

Structure (XYZ):
```
72
C23H36F6MgN3OSb2, DFT ωB97M-V with the def2-TZVPD basis set
Mg -0.0972 0.6253 0.1339
C 4.2188 -1.2176 -0.8826
Sb 2.4515 -0.7908 0.2027
C 2.1964 -2.7189 1.0821
C 3.3930 0.2862 1.8636
C 3.5839 -0.5641 3.0864
C 4.6810 -1.4265 3.1462
C 4.8688 -2.2990 4.2051
C 3.9437 -2.3236 5.2412
C 2.8676 -1.4514 5.2103
C 2.6753 -0.5560 4.1545
C 1.5207 0.4142 4.2390
Sb -0.1295 0.0001 2.9309
C -0.6143 -1.8836 3.7676
C -1.5699 1.1914 3.9474
H 4.8043 -0.3049 -0.9723
H 3.9756 -1.5849 -1.8777
H 4.7735 -1.9749 -0.3297
H 3.0744 -2.9823 1.6717
H 2.0634 -3.4439 0.2781
H 1.3168 -2.7483 1.7249
H 2.7988 1.1799 2.0432
H 4.3488 0.6099 1.4509
H 5.4032 -1.4066 2.3356
H 5.7340 -2.9499 4.2261
H 4.0738 -2.9969 6.0791
H 2.1697 -1.4384 6.0410
H 1.8205 1.4447 4.0456
H 1.0788 0.3767 5.2341
H -0.8591 -1.7065 4.8148
H 0.2509 -2.5426 3.7022
H -1.4629 -2.3397 3.2609
H -1.6043 0.8675 4.9871
H -2.5554 1.0804 3.4965
H -1.2763 2.2394 3.9010
C -4.6771 2.2902 -2.5470
C -3.4620 2.9872 -1.9804
N -2.5738 1.9808 -1.4183
C -2.9902 0.8637 -0.7893
N -2.0749 0.1330 -0.1571
C -2.5274 -1.1024 0.5127
C -3.7280 -1.7135 -0.1727
C -4.8111 -0.6612 -0.1983
N -4.3032 0.5468 -0.8481
C -5.2969 1.4407 -1.4575
H -4.3766 1.6562 -3.3836
H -5.4061 3.0137 -2.9102
H -3.7584 3.7147 -1.2206
H -2.9172 3.5261 -2.7524
H -1.5843 2.1871 -1.3221
H -2.7916 -0.9005 1.5588
H -1.6997 -1.8167 0.5296
H -4.0701 -2.6089 0.3457
H -3.4639 -1.9884 -1.1956
H -5.1442 -0.4353 0.8194
H -5.6818 -0.9946 -0.7599
H -5.7422 2.0785 -0.6879
H -6.0915 0.8152 -1.8608
C 0.7872 2.8158 -3.2152
C 1.0418 2.9019 -1.7146
O 0.3528 1.9501 -1.0235
C 2.5555 2.7074 -1.4688
F 3.2666 3.7353 -1.9385
F 2.8589 2.5542 -0.1702
F 2.9861 1.5926 -2.0896
C 0.6190 4.3244 -1.2181
F -0.6962 4.3341 -0.9342
F 0.8160 5.2537 -2.1624
F 1.2665 4.7216 -0.1187
H 0.9645 1.7931 -3.5341
H 1.4277 3.4913 -3.7788
H -0.2523 3.0708 -3.4270
```

***

Entry 4:
A structure of composition C23H36MnP2, computed with ωB97M-V with the def2-TZVPD basis set.

Output
2S+1: 4
Charge: +2
Molar mass, g/mol: 429.427
LUMO energy (spin up / spin down), eV: -6.484 / -8.489
Strongest force on any atom, eV/A: 10.47
Energy above the lowest of the compared OMol25 structures with the same formula, charge and spin, kJ/mol: 99.0
HOMO-LUMO gap (spin up / spin down), eV: 7.603 / 5.627

Structure (XYZ):
```
62
C23H36MnP2, DFT ωB97M-V with the def2-TZVPD basis set
P 2.1873 0.6593 -1.3292
P -1.9932 -0.1072 1.9851
C -0.9076 0.4211 -0.7260
C -2.1778 0.2432 0.1610
H -0.9944 1.3884 -1.2735
H -0.0031 0.4726 -0.0967
H -2.7289 1.1998 0.1453
H -2.8512 -0.5372 -0.2264
C -2.0501 -1.8974 2.1497
H -1.7040 -2.1436 3.1615
H -1.3997 -2.3835 1.4140
H -3.0824 -2.2438 2.0165
C -3.3942 0.5631 2.8802
H -4.1239 -0.2329 3.0711
H -3.8714 1.3672 2.3072
H -3.0203 0.9610 3.8337
C 3.8124 0.1191 -1.9778
H 4.5921 0.5004 -1.3065
H 3.9671 0.5135 -2.9896
H 3.8342 -0.9786 -1.9901
C 2.1436 2.4193 -1.8604
H 1.1107 2.7901 -1.8157
H 2.4988 2.4709 -2.8960
H 2.7815 3.0440 -1.2225
Mn -0.5217 -0.5417 -2.4473
C -2.2565 -1.0287 -2.9451
C -1.5880 -2.0843 -2.1351
C -0.9502 -3.2725 -2.8297
C 0.1702 -2.8681 -3.8409
C 0.6949 -1.4591 -3.6114
C 0.0225 -0.2956 -4.2745
C -1.1549 -0.5600 -5.1991
C -2.3728 -1.1776 -4.4564
C 2.6036 0.8154 0.4595
H -3.0443 -0.4279 -2.4653
H -1.9321 -2.2288 -1.1032
H -1.7192 -3.8864 -3.3297
H -0.4977 -3.9362 -2.0723
H 1.0123 -3.5712 -3.7068
H -0.1697 -3.0109 -4.8823
H 1.7643 -1.3619 -3.3874
H 0.6342 0.6000 -4.4496
H -0.8657 -1.1842 -6.0664
H -1.4667 0.4068 -5.6413
H -3.2763 -0.6424 -4.7838
H -2.5368 -2.2307 -4.7386
H 2.2085 -0.0544 1.0027
H 2.1583 1.7297 0.8774
H 3.6998 0.8323 0.5694
C -0.4751 0.5128 2.5515
C 0.2763 0.9819 3.4179
C 0.9819 1.4216 4.5632
C 1.3353 0.4995 5.5739
C 1.7199 0.9484 6.8337
C 1.8361 2.3244 7.0829
C 1.6481 3.2365 6.0355
C 1.2450 2.7910 4.7752
H 1.2594 -0.5677 5.3484
H 1.9303 0.2156 7.6167
H 2.0972 2.6752 8.0840
H 1.8072 4.3018 6.2070
H 1.0966 3.4885 3.9524
```

***

Entry 5:
A cluster of 2 separate species, C23H36N2O6P in total, computed with ωB97M-V with the def2-TZVPD basis set.

Output
Charge: +1
Molar mass, g/mol: 467.523
LUMO energy, eV: -6.741
Strongest force on any atom, eV/A: 4.65
Energy above the lowest of the compared OMol25 structures with the same formula, charge and spin, kJ/mol: 0.0
HOMO-LUMO gap, eV: 4.977

Structure (XYZ):
```
68
C23H36N2O6P, DFT ωB97M-V with the def2-TZVPD basis set
C 2.4875 1.0221 -0.2337
C 2.4683 2.5064 -0.6043
O 2.2673 2.6658 -2.0120
P 0.9142 3.4181 -2.4518
O 0.8776 3.5459 -3.9032
C -0.4212 2.3697 -1.8232
C -1.8440 2.8006 -2.2373
C -2.8921 2.6491 -1.1599
C -2.6576 2.8596 0.2031
C -3.6694 2.7450 1.1655
C -4.9611 2.3895 0.7955
C -5.1916 2.1496 -0.5470
C -4.1977 2.2834 -1.4961
C -4.7947 1.9491 -2.8276
O -4.2929 1.9523 -3.9038
N -6.1538 1.5966 -2.5934
C -6.4578 1.7245 -1.2163
O -7.5069 1.5183 -0.7016
O 1.0070 4.8299 -1.7012
C -0.1136 5.3308 -0.9634
C 0.3327 6.5721 -0.1988
H 1.9789 0.4299 -0.9863
H 1.9219 0.9025 0.6913
H 3.4960 0.6841 -0.0189
H 1.6795 2.9821 -0.0234
H 3.3843 2.9995 -0.3000
H -0.2234 1.4027 -2.2773
H -0.3240 2.2122 -0.7519
H -1.8385 3.8271 -2.5941
H -2.1440 2.2004 -3.0839
H -1.6755 3.1206 0.5648
H -3.4233 2.9476 2.1950
H -5.7454 2.3067 1.5302
H -6.7643 2.1907 -3.1499
H -0.9149 5.6251 -1.6346
H -0.4643 4.6093 -0.2341
H 1.0852 7.1246 -0.7447
H -0.5349 7.1794 0.0354
H 0.7308 6.2535 0.7612
C 3.8170 -4.1878 0.4081
C 3.0860 -3.5199 1.5996
C 2.9089 -4.5162 2.7560
C 1.8516 -5.5919 2.5033
C 0.5101 -4.9837 2.0914
C 0.6072 -4.0303 0.8907
N 1.7110 -3.0288 1.1853
O 1.3318 -2.1319 1.8625
C 0.8874 -4.8174 -0.4042
C -0.7228 -3.3190 0.6558
C 3.9694 -2.3557 2.0344
H 3.5233 -3.7477 -0.5449
H 4.8894 -4.0443 0.5005
H 3.6514 -5.2614 0.3555
H 2.6388 -3.9638 3.6622
H 3.8775 -4.9762 2.9462
H 2.1971 -6.2969 1.7448
H 1.7141 -6.1729 3.4157
H -0.1981 -5.7697 1.8343
H 0.0852 -4.4453 2.9451
H 1.0934 -4.1459 -1.2380
H 0.0093 -5.4035 -0.6619
H 1.7112 -5.5206 -0.3204
H -1.0879 -2.8057 1.5446
H -1.4706 -4.0557 0.3776
H -0.6442 -2.5920 -0.1534
H 4.0659 -1.6158 1.2385
H 4.9624 -2.7240 2.2746
H 3.6000 -1.8527 2.9278
```

***

Entry 6:
A structure of composition C23H36N6OPdS4, computed with ωB97M-V with the def2-TZVPD basis set.

Output
Charge: +2
Molar mass, g/mol: 647.270
LUMO energy (spin up / spin down), eV: -6.640 / -6.637
Strongest force on any atom, eV/A: 0.51
Energy above the lowest of the compared OMol25 structures with the same formula, charge and spin, kJ/mol: 78.0
HOMO-LUMO gap (spin up / spin down), eV: 6.603 / 6.605

Structure (XYZ):
```
71
C23H36N6OPdS4, DFT ωB97M-V with the def2-TZVPD basis set
Pd -1.1428 -0.1196 -0.1773
C 3.4379 1.1363 4.9297
C 3.1620 1.0407 3.4380
N 1.9729 0.2406 3.1287
C 0.8062 0.6020 2.6163
S -0.2543 -0.6742 2.0927
N 0.4005 1.8615 2.5098
C 0.8256 3.0641 3.2330
C 1.3088 4.1547 2.2933
H 4.3473 1.7103 5.1036
H 3.5807 0.1452 5.3605
H 2.6189 1.6180 5.4645
H 3.9988 0.5556 2.9335
H 3.0531 2.0194 2.9751
H 2.0796 -0.7588 3.2160
H -0.4732 1.9519 2.0125
H 1.5868 2.7934 3.9579
H -0.0360 3.4086 3.8088
H 2.1912 3.8342 1.7380
H 1.5609 5.0515 2.8579
H 0.5329 4.4153 1.5715
S 0.0700 1.8509 -0.6138
C 0.4403 1.7573 -2.2961
N -0.0447 0.8178 -3.0965
C 0.2841 0.7203 -4.5188
C 0.5668 2.1078 -5.0640
C 1.6202 2.7789 -4.2030
N 1.2093 2.7186 -2.7996
H -0.4851 0.0269 -2.6539
H -0.5661 0.2664 -5.0248
H 1.1486 0.0642 -4.6525
H -0.3496 2.7002 -5.0646
H 0.9207 2.0379 -6.0908
H 1.7459 3.8249 -4.4740
H 2.5861 2.2812 -4.3193
H 1.5487 3.4144 -2.1557
C 2.7721 -2.6010 -1.7748
S 1.4945 -2.3311 -0.5364
O 0.4863 -1.4682 -1.2667
C 0.8209 -3.9822 -0.5025
C -0.0803 -4.3898 -1.4742
C -0.5698 -5.6851 -1.4329
C -0.1532 -6.5542 -0.4312
C 0.7442 -6.1321 0.5399
C 1.2313 -4.8330 0.5128
H 2.3125 -2.9735 -2.6885
H 3.4842 -3.3271 -1.3839
H 3.2695 -1.6475 -1.9463
H -0.3961 -3.6958 -2.2438
H -1.2718 -6.0213 -2.1842
H -0.5318 -7.5674 -0.4083
H 1.0591 -6.8099 1.3215
H 1.9189 -4.4865 1.2754
N -4.1159 -2.6195 1.9043
C -3.4754 -1.6906 1.2099
S -2.1967 -2.1531 0.1881
N -3.8432 -0.4134 1.3282
C -3.4148 0.6631 0.4853
C -3.1659 1.8970 1.1044
C -3.0388 3.0379 0.3372
C -3.1311 2.9694 -1.0537
C -3.3687 1.7574 -1.6700
C -3.5257 0.5885 -0.9160
H -3.7728 -3.5662 1.9043
H -4.9606 -2.4223 2.4179
H -4.4237 -0.1511 2.1126
H -3.1214 1.9433 2.1868
H -2.8739 3.9917 0.8210
H -3.0439 3.8697 -1.6458
H -3.4970 1.7077 -2.7431
H -3.8741 -0.3222 -1.3839
```